No. 1
{
  "formula": "C39H50BN8O2OsS4",
  "method": "ωB97M-V/def2-TZVPD",
  "spin_multiplicity": 5,
  "gap_ev": [6.7, 4.1],
  "total_charge": 3,
  "species": ["Os", "C", "C", "C", "C", "N", "N", "B", "N", "N", "C", "C", "C", "C", "C", "S", "C", "C", "C", "C", "N", "N", "C", "C", "C", "C", "C", "S", "C", "C", "C", "C", "C", "S", "C", "C", "C", "C", "H", "H", "H", "H", "H", "H", "H", "H", "H", "H", "H", "H", "H", "H", "H", "H", "H", "H", "H", "H", "H", "H", "H", "H", "H", "H", "H", "H", "H", "H", "H", "H", "H", "H", "H", "H", "H", "H", "H", "C", "C", "C", "C", "C", "C", "C", "S", "O", "O", "N", "C", "C", "C", "C", "C", "N", "H", "H", "H", "H", "H", "H", "H", "H", "H", "H", "H"],
  "positions_angstrom": [[0.302, 0.369, 0.272], [-0.695, 3.530, 4.171], [-1.233, 2.128, 4.104], [-2.237, 1.671, 4.904], [-2.620, 0.308, 4.865], [-2.156, -0.505, 3.941], [-1.263, -0.024, 3.061], [-0.609, -0.916, 1.904], [-1.653, -1.970, 1.271], [-2.733, -2.236, 1.938], [-3.625, -3.126, 1.458], [-3.402, -3.801, 0.254], [-2.257, -3.557, -0.460], [-1.965, -4.250, -1.757], [-1.372, -2.591, 0.089], [0.042, -2.184, -0.730], [-4.851, -3.381, 2.305], [-4.342, -4.116, 3.571], [-5.501, -2.033, 2.664], [-5.868, -4.271, 1.590], [0.628, -1.677, 2.538], [0.247, -2.386, 3.599], [1.150, -3.068, 4.276], [2.500, -3.053, 3.872], [2.902, -2.328, 2.782], [4.331, -2.278, 2.324], [1.897, -1.611, 2.100], [2.323, -0.673, 0.693], [0.656, -3.825, 5.502], [1.760, -4.696, 6.101], [0.211, -2.773, 6.534], [-0.536, -4.710, 5.098], [-0.763, 1.200, 3.169], [0.553, 1.624, 2.130], [-3.562, -0.210, 5.945], [-2.902, 0.075, 7.313], [-3.807, -1.714, 5.829], [-4.900, 0.540, 5.848], [-0.963, 3.998, 5.116], [-1.125, 4.125, 3.358], [0.391, 3.557, 4.072], [-2.723, 2.352, 5.589], [-4.140, -4.500, -0.116], [-2.789, -4.904, -2.034], [-1.057, -4.855, -1.674], [-1.803, -3.535, -2.565], [-3.539, -3.559, 4.055], [-3.969, -5.112, 3.309], [-5.166, -4.241, 4.277], [-4.768, -1.327, 3.059], [-6.286, -2.190, 3.406], [-5.965, -1.586, 1.780], [-5.475, -5.270, 1.379], [-6.235, -3.821, 0.661], [-6.730, -4.401, 2.247], [3.237, -3.611, 4.436], [4.964, -2.894, 2.959], [4.712, -1.253, 2.344], [4.425, -2.636, 1.294], [2.591, -4.098, 6.490], [2.147, -5.424, 5.380], [1.350, -5.258, 6.941], [1.063, -2.174, 6.871], [-0.214, -3.272, 7.409], [-0.540, -2.106, 6.108], [-0.218, -5.493, 4.402], [-1.318, -4.116, 4.623], [-0.950, -5.193, 5.984], [-1.935, -0.434, 7.401], [-3.552, -0.300, 8.105], [-2.751, 1.141, 7.502], [-2.882, -2.260, 5.637], [-4.516, -1.933, 5.031], [-4.232, -2.082, 6.764], [-4.793, 1.609, 6.054], [-5.590, 0.133, 6.588], [-5.353, 0.427, 4.858], [0.020, 8.208, -1.699], [-0.456, 6.822, -1.363], [0.213, 6.037, -0.421], [-0.252, 4.785, -0.071], [-1.402, 4.297, -0.682], [-2.076, 5.049, -1.643], [-1.594, 6.300, -1.973], [-2.164, 2.810, -0.189], [-2.256, 2.704, 1.237], [-3.310, 2.601, -1.011], [-1.102, 1.533, -0.608], [-0.792, 1.274, -1.952], [-1.358, 1.742, -3.125], [-0.845, 1.250, -4.316], [0.201, 0.330, -4.316], [0.719, -0.083, -3.110], [0.229, 0.393, -1.954], [0.946, 8.460, -1.186], [-0.739, 8.943, -1.420], [0.169, 8.321, -2.774], [1.108, 6.426, 0.053], [0.278, 4.201, 0.667], [-2.975, 4.661, -2.108], [-2.119, 6.895, -2.712], [-2.184, 2.436, -3.097], [-1.269, 1.581, -5.256], [0.607, -0.064, -5.238], [1.539, -0.789, -3.049]]
}

***

No. 2
{
  "formula": "C39H50BrCsGeN6O7S",
  "method": "ωB97M-V/def2-TZVPD",
  "gap_ev": 4.9,
  "total_charge": -2,
  "species": ["Cs", "N", "C", "S", "N", "N", "C", "C", "C", "C", "C", "C", "C", "O", "H", "H", "H", "H", "H", "H", "H", "C", "C", "C", "C", "O", "Ge", "O", "C", "C", "C", "C", "O", "C", "C", "C", "C", "H", "H", "H", "H", "H", "H", "H", "H", "H", "H", "H", "H", "H", "H", "H", "H", "H", "H", "H", "H", "H", "H", "H", "H", "H", "H", "H", "C", "O", "C", "C", "C", "Br", "C", "C", "C", "O", "C", "N", "C", "C", "C", "C", "C", "C", "N", "H", "H", "H", "H", "H", "H", "H", "H", "H", "H", "H", "O", "N", "C", "C", "C", "C", "C", "H", "H", "H", "H", "H"],
  "positions_angstrom": [[1.430, 1.396, 1.401], [6.515, 3.530, 1.694], [5.152, 3.210, 1.870], [4.815, 1.509, 1.883], [4.405, 4.264, 1.969], [3.018, 4.098, 2.044], [2.457, 5.240, 2.218], [1.047, 5.616, 2.294], [0.813, 6.998, 2.290], [-0.448, 7.562, 2.327], [-1.548, 6.696, 2.372], [-1.370, 5.335, 2.393], [-0.076, 4.713, 2.370], [0.033, 3.452, 2.420], [7.115, 2.802, 2.050], [6.727, 4.454, 2.047], [3.138, 6.096, 2.290], [1.681, 7.651, 2.248], [-0.579, 8.637, 2.314], [-2.555, 7.102, 2.394], [-2.221, 4.663, 2.433], [-4.135, -0.181, 4.717], [-3.085, 0.403, 3.770], [-1.684, 0.113, 4.324], [-3.272, 1.918, 3.654], [-3.292, -0.223, 2.522], [-2.068, -0.018, 1.105], [-3.311, -0.586, -0.218], [-4.539, 0.038, -0.496], [-4.490, 1.548, -0.236], [-4.839, -0.207, -1.978], [-5.643, -0.594, 0.359], [-1.186, -1.664, 1.187], [-1.629, -2.991, 1.063], [-1.801, -3.333, -0.421], [-2.947, -3.231, 1.802], [-0.533, -3.873, 1.667], [-4.072, 0.271, 5.711], [-3.989, -1.260, 4.807], [-5.133, -0.005, 4.309], [-1.607, 0.424, 5.370], [-0.930, 0.667, 3.762], [-1.469, -0.955, 4.249], [-3.166, 2.406, 4.628], [-4.268, 2.140, 3.260], [-2.518, 2.342, 2.987], [-3.680, 2.007, -0.808], [-4.315, 1.751, 0.822], [-5.432, 2.021, -0.527], [-4.072, 0.261, -2.600], [-5.815, 0.199, -2.261], [-4.832, -1.281, -2.177], [-5.388, -0.476, 1.412], [-5.708, -1.663, 0.137], [-6.616, -0.134, 0.158], [-2.570, -2.688, -0.847], [-2.084, -4.383, -0.563], [-0.859, -3.146, -0.943], [-3.729, -2.596, 1.389], [-2.837, -2.975, 2.857], [-3.246, -4.282, 1.716], [0.416, -3.684, 1.159], [-0.780, -4.938, 1.582], [-0.405, -3.628, 2.723], [3.598, 2.897, -1.220], [3.048, 1.578, -1.241], [3.711, 0.640, -1.917], [4.848, 0.862, -2.669], [5.426, -0.201, -3.360], [6.987, 0.125, -4.400], [4.908, -1.465, -3.316], [3.757, -1.706, -2.543], [3.157, -0.664, -1.839], [2.060, -0.802, -1.091], [3.167, -3.037, -2.485], [2.100, -3.357, -1.791], [1.890, -4.707, -2.014], [0.910, -5.558, -1.511], [0.942, -6.882, -1.911], [1.924, -7.360, -2.790], [2.907, -6.526, -3.294], [2.869, -5.199, -2.888], [3.666, -4.111, -3.179], [3.641, 3.297, -2.235], [4.575, 2.880, -0.735], [2.923, 3.499, -0.618], [5.285, 1.846, -2.720], [5.395, -2.257, -3.868], [1.761, -1.740, -1.114], [0.157, -5.185, -0.831], [0.192, -7.567, -1.536], [1.914, -8.403, -3.078], [3.668, -6.895, -3.971], [4.479, -4.103, -3.765], [1.548, 2.330, -3.825], [0.884, 1.255, -3.592], [1.178, 0.118, -4.271], [0.457, -1.039, -4.075], [-0.592, -1.060, -3.169], [-0.871, 0.099, -2.463], [-0.119, 1.234, -2.677], [2.011, 0.222, -4.949], [0.737, -1.923, -4.634], [-1.167, -1.958, -2.993], [-1.665, 0.115, -1.724], [-0.256, 2.167, -2.152]]
}

***

No. 3
{
  "formula": "C39H50BrCsGeN6O7S",
  "method": "ωB97M-V/def2-TZVPD",
  "gap_ev": 5.3,
  "total_charge": -2,
  "species": ["Cs", "N", "C", "S", "N", "N", "C", "C", "C", "C", "C", "C", "C", "O", "H", "H", "H", "H", "H", "H", "H", "C", "C", "C", "C", "O", "Ge", "O", "C", "C", "C", "C", "O", "C", "C", "C", "C", "H", "H", "H", "H", "H", "H", "H", "H", "H", "H", "H", "H", "H", "H", "H", "H", "H", "H", "H", "H", "H", "H", "H", "H", "H", "H", "H", "C", "O", "C", "C", "C", "Br", "C", "C", "C", "O", "C", "N", "C", "C", "C", "C", "C", "C", "N", "H", "H", "H", "H", "H", "H", "H", "H", "H", "H", "H", "O", "N", "C", "C", "C", "C", "C", "H", "H", "H", "H", "H"],
  "positions_angstrom": [[-0.926, 0.538, -1.272], [-5.501, -2.322, -1.894], [-4.692, -1.245, -1.470], [-4.155, -0.175, -2.727], [-4.470, -1.217, -0.199], [-3.565, -0.255, 0.278], [-4.121, 0.813, 0.698], [-3.493, 1.976, 1.333], [-4.342, 3.065, 1.560], [-3.928, 4.233, 2.175], [-2.595, 4.312, 2.596], [-1.729, 3.263, 2.404], [-2.119, 2.041, 1.764], [-1.282, 1.097, 1.606], [-5.997, -2.090, -2.740], [-6.101, -2.661, -1.153], [-5.209, 0.897, 0.583], [-5.372, 2.977, 1.225], [-4.613, 5.059, 2.321], [-2.233, 5.216, 3.077], [-0.695, 3.327, 2.724], [4.037, 4.327, 2.103], [2.830, 3.670, 1.428], [1.694, 4.690, 1.307], [2.355, 2.493, 2.288], [3.265, 3.268, 0.149], [2.379, 1.929, -0.855], [1.004, 2.934, -1.640], [0.947, 3.881, -2.682], [2.056, 4.926, -2.544], [1.082, 3.169, -4.032], [-0.420, 4.556, -2.584], [3.597, 2.069, -2.283], [4.988, 1.886, -2.215], [5.675, 3.239, -1.994], [5.387, 0.923, -1.090], [5.425, 1.301, -3.560], [3.781, 4.716, 3.094], [4.399, 5.150, 1.483], [4.842, 3.596, 2.209], [1.364, 5.031, 2.293], [0.842, 4.241, 0.793], [2.031, 5.554, 0.729], [2.159, 2.829, 3.311], [3.119, 1.712, 2.314], [1.432, 2.052, 1.904], [3.028, 4.439, -2.574], [1.961, 5.439, -1.586], [1.991, 5.665, -3.349], [2.048, 2.668, -4.083], [0.996, 3.883, -4.858], [0.290, 2.423, -4.143], [-0.532, 5.031, -1.608], [-1.218, 3.818, -2.693], [-0.541, 5.315, -3.364], [5.291, 3.678, -1.073], [5.440, 3.909, -2.824], [6.763, 3.130, -1.930], [5.105, 1.348, -0.125], [6.464, 0.735, -1.094], [4.865, -0.029, -1.211], [5.108, 1.967, -4.366], [4.951, 0.329, -3.715], [6.511, 1.177, -3.609], [2.255, -1.739, -2.152], [0.891, -2.119, -1.989], [0.656, -3.383, -1.582], [1.568, -4.414, -1.668], [1.221, -5.672, -1.181], [2.484, -7.092, -1.325], [0.010, -5.911, -0.593], [-0.919, -4.864, -0.493], [-0.625, -3.602, -1.020], [-1.443, -2.558, -0.984], [-2.152, -5.021, 0.266], [-3.084, -4.111, 0.314], [-4.002, -4.549, 1.246], [-5.143, -3.914, 1.728], [-5.860, -4.570, 2.714], [-5.459, -5.820, 3.209], [-4.322, -6.457, 2.737], [-3.602, -5.794, 1.751], [-2.428, -6.093, 1.083], [2.811, -1.967, -1.239], [2.260, -0.664, -2.311], [2.700, -2.241, -3.017], [2.551, -4.246, -2.079], [-0.224, -6.899, -0.218], [-2.305, -2.801, -0.550], [-5.400, -2.933, 1.343], [-6.747, -4.104, 3.124], [-6.047, -6.295, 3.985], [-4.009, -7.417, 3.129], [-1.783, -6.825, 1.314], [1.848, -2.692, 1.235], [0.722, -2.742, 1.857], [-0.127, -1.685, 1.861], [-1.352, -1.755, 2.492], [-1.725, -2.908, 3.164], [-0.835, -3.973, 3.176], [0.370, -3.874, 2.518], [0.217, -0.801, 1.346], [-1.977, -0.876, 2.401], [-2.689, -2.982, 3.649], [-1.074, -4.898, 3.686], [1.110, -4.657, 2.457]]
}